The molecule C4H7NO, computed with the ωB97M-V functional and the def2-TZVPD basis.

calculated total energy: -7798.8242 eV
charge: 0
relative energy (zero: lowest compared OMol25 entry of this formula, charge and spin): 18.9 kcal/mol
SMILES string: C[C@H]1CNC1=O
maximum force: 0.0092 hartree/bohr
LUMO: 0.036 Ha

```
13
Properties=species:S:1:pos:R:3:forces:R:3
O -0.45435 2.28386 -0.72034 -0.022 -0.468 0.067
N -1.68351 0.30890 -0.29713 -0.137 0.217 0.066
C -0.58417 1.10113 -0.52824 0.052 0.306 -0.068
C 1.59119 -0.02826 0.46549 0.023 0.040 0.052
C -0.90281 -0.86192 0.10207 0.024 -0.275 0.065
C 0.35641 -0.11816 -0.41532 0.153 -0.047 -0.020
H 2.15394 0.88478 0.24817 -0.090 -0.112 -0.016
H -0.88527 -1.01474 1.18846 0.034 -0.028 -0.182
H 2.25702 -0.88075 0.29471 -0.121 0.113 0.058
H -1.17680 -1.79277 -0.40224 0.020 0.149 0.031
H -2.62036 0.58625 -0.04028 0.103 -0.010 -0.013
H 1.32583 -0.01580 1.52804 0.013 0.062 -0.146
H 0.62288 -0.45251 -1.42338 -0.053 0.053 0.107
```
Positions in Å, forces in eV/Å.